1.
{
  "formula": "C33H83CuN6O13",
  "method": "ωB97M-V/def2-TZVPD",
  "symbols": ["Cu", "O", "C", "O", "O", "H", "C", "O", "C", "C", "N", "C", "C", "O", "C", "H", "H", "H", "H", "H", "H", "H", "H", "H", "H", "H", "H", "H", "H", "H", "C", "O", "C", "C", "N", "C", "C", "O", "C", "H", "H", "H", "H", "H", "H", "H", "H", "H", "H", "H", "H", "H", "H", "H", "C", "O", "C", "C", "N", "C", "C", "O", "C", "H", "H", "H", "H", "H", "H", "H", "H", "H", "H", "H", "H", "H", "H", "H", "C", "O", "C", "C", "N", "C", "C", "O", "C", "H", "H", "H", "H", "H", "H", "H", "H", "H", "H", "H", "H", "H", "H", "H", "C", "C", "C", "O", "C", "N", "H", "H", "H", "H", "H", "H", "H", "H", "H", "H", "H", "C", "C", "C", "O", "C", "N", "H", "H", "H", "H", "H", "H", "H", "H", "H", "H", "H"],
  "xyz": [[1.2700, 3.0366, 2.4248], [-0.8569, 2.6300, -2.1206], [-0.4182, 2.7170, -0.9145], [0.8028, 2.4451, -0.7052], [-1.0624, 2.9632, 0.1333], [-0.0251, 2.3551, -2.5131], [-4.9191, -6.8436, 0.4591], [-4.4679, -5.6308, 1.0424], [-4.3599, -5.6434, 2.4669], [-3.2604, -4.6700, 2.9591], [-3.6084, -3.3133, 2.6759], [-4.6774, -2.7351, 3.4557], [-4.8593, -1.3210, 2.8874], [-5.6274, -1.4049, 1.6368], [-5.5766, -0.1553, 0.9778], [-4.3885, -7.7209, 0.8292], [-4.9292, -6.8357, -0.6308], [-5.9720, -6.9690, 0.7117], [-4.1186, -6.6154, 2.8973], [-5.3396, -5.4048, 2.8809], [-2.3555, -4.9397, 2.4146], [-3.0529, -4.7069, 4.0285], [-3.8548, -3.1945, 1.7036], [-4.3010, -2.4753, 4.4451], [-5.6121, -3.2949, 3.4234], [-3.9243, -0.7827, 2.7320], [-5.4240, -0.6942, 3.5775], [-6.2884, -0.1240, 0.1529], [-4.6824, -0.0453, 0.3642], [-5.6980, 0.7696, 1.5416], [4.5170, -2.3747, 6.5236], [5.2855, -2.7691, 5.3789], [5.2506, -4.1567, 5.1983], [6.2879, -4.5446, 4.0959], [6.2607, -3.7555, 2.8702], [5.1057, -4.0155, 2.0085], [5.0339, -2.9299, 0.8820], [5.4920, -1.6106, 1.4216], [5.3795, -0.6123, 0.4874], [4.9794, -2.8065, 7.4113], [3.4909, -2.7346, 6.4485], [4.4848, -1.2873, 6.5916], [4.2395, -4.4830, 4.9547], [5.4940, -4.7214, 6.0983], [6.1320, -5.5564, 3.7218], [7.3349, -4.4664, 4.3885], [7.0107, -4.1649, 2.3316], [4.1999, -3.9321, 2.6091], [5.1049, -4.9922, 1.5247], [4.0512, -2.9223, 0.4103], [5.7218, -3.3089, 0.1262], [4.3823, -0.4572, 0.0757], [6.0190, -0.9179, -0.3406], [5.7824, 0.3336, 0.8494], [0.7025, -3.3116, -1.6939], [0.8485, -4.5414, -2.3963], [-0.0013, -5.5491, -1.9405], [0.2286, -6.7426, -2.8791], [1.5740, -7.1743, -2.8096], [1.8615, -7.9494, -4.0216], [3.3396, -8.4207, -3.9905], [4.2669, -7.3624, -4.1761], [5.5452, -7.8250, -3.9405], [-0.2836, -2.8802, -1.8654], [1.3364, -2.5224, -2.0981], [0.8736, -3.4036, -0.6213], [-1.0363, -5.2226, -2.0421], [0.2644, -5.7902, -0.9112], [-0.0752, -6.4632, -3.8880], [-0.4330, -7.5475, -2.5591], [2.2389, -6.4250, -2.6811], [1.6976, -7.3521, -4.9186], [1.1487, -8.7738, -4.0397], [3.4438, -9.0565, -4.8697], [3.5767, -9.0441, -3.1284], [5.6073, -8.2300, -2.9305], [6.2784, -7.0233, -4.0288], [5.8933, -8.6316, -4.5856], [1.7207, 6.2666, 1.1503], [0.8253, 5.6741, 2.1254], [0.3058, 6.6511, 3.0925], [-0.6996, 5.9568, 4.0172], [-0.0062, 4.7642, 4.5404], [-0.8506, 4.1516, 5.5926], [-2.2635, 3.6698, 5.1603], [-3.1214, 4.8465, 5.2776], [-4.5122, 4.5751, 5.0294], [2.6913, 6.4217, 1.6213], [1.3440, 7.2132, 0.7628], [1.8628, 5.5309, 0.3587], [-0.1610, 7.4522, 2.5194], [1.1442, 7.0702, 3.6488], [-1.5913, 5.7488, 3.4258], [-1.0703, 6.5921, 4.8215], [0.7862, 5.1547, 5.0301], [-0.8149, 4.7536, 6.5005], [-0.3538, 3.2093, 5.8232], [-2.5244, 2.8617, 5.8438], [-2.1935, 3.3648, 4.1162], [-5.0960, 5.4951, 4.9986], [-5.0308, 3.9156, 5.7252], [-4.5644, 4.0928, 4.0534], [-4.6833, 7.5043, -0.0753], [-4.1559, 7.0736, -1.4821], [-2.6806, 7.5013, -1.7705], [-2.4042, 7.1560, -3.0846], [-1.2610, 7.6037, -3.6001], [-4.2031, 5.5905, -1.6000], [-5.7563, 7.3372, 0.0186], [-4.6408, 8.5933, -0.0943], [-4.0609, 7.1515, 0.7469], [-4.7463, 7.4496, -2.3176], [-1.9912, 7.1329, -1.0108], [-2.6563, 8.5859, -1.6644], [-0.2855, 7.4023, -3.1574], [-1.2741, 8.6887, -3.7041], [-1.1271, 7.2339, -4.6166], [-3.5421, 5.1890, -0.9505], [-3.7734, 5.3807, -2.4896], [-0.5571, 3.2041, -8.5196], [-0.1818, 2.7062, -7.1280], [1.2065, 3.1372, -6.6503], [1.5821, 2.6513, -5.4189], [2.9508, 2.5824, -5.1475], [-1.1806, 3.1699, -6.2032], [0.2420, 2.9417, -9.2129], [-0.4721, 4.2905, -8.5443], [-1.4756, 2.7424, -8.8820], [-0.2844, 1.6218, -7.0856], [1.2994, 4.2109, -6.4867], [1.9183, 2.9487, -7.4539], [3.1781, 2.6513, -4.0837], [3.3906, 3.5066, -5.5224], [3.3565, 1.7396, -5.7071], [-0.9560, 4.1387, -6.0265], [-0.9507, 2.7823, -5.2993]],
  "atomic_forces_ev_per_a": [[-0.79, 1.26, 0.19], [-0.83, 0.38, 0.14], [0.62, -0.55, 1.39], [-0.20, 0.43, 1.05], [0.30, 0.11, -0.55], [0.31, -0.31, -1.74], [-0.96, 0.04, 0.61], [1.00, -0.03, -0.01], [0.11, -0.33, 0.59], [-0.96, -0.39, -0.95], [0.43, 0.78, -0.37], [1.03, 1.90, -0.77], [-1.78, -0.36, -0.73], [0.92, 1.05, 1.16], [0.00, -0.15, -1.78], [0.28, 0.03, -0.02], [0.62, 0.49, 0.08], [-0.25, -0.23, 0.23], [0.09, -0.52, -0.47], [-0.14, 0.26, 0.14], [0.17, 0.06, 0.07], [-0.19, -0.58, 0.07], [0.07, -0.18, -0.25], [-0.24, -0.84, 0.50], [-0.17, 0.12, 0.39], [0.36, -0.43, -0.22], [-0.33, -0.01, 0.17], [-0.72, -0.29, 0.43], [0.84, -0.06, 0.46], [-0.14, -0.31, 0.67], [0.47, -0.37, -0.60], [-0.42, 0.54, 0.73], [1.02, -0.32, -1.11], [-0.53, -0.09, -0.46], [-0.42, -0.02, -0.87], [-0.68, 1.95, 0.28], [1.39, 0.17, 1.41], [-1.55, -2.58, 0.40], [0.79, 0.08, -1.38], [-0.08, 0.12, 0.27], [-0.19, -0.14, -0.04], [0.26, -0.09, -0.11], [-0.24, -0.03, -0.41], [0.30, 0.09, 0.35], [-0.24, -0.76, 0.97], [-0.23, -0.03, 0.80], [0.65, 0.48, -0.03], [-0.05, -0.09, 0.11], [0.01, -0.29, -0.04], [-0.22, 0.47, 0.21], [0.37, 0.62, -0.37], [-0.42, 0.01, 0.13], [0.07, 0.39, -0.65], [-0.10, -0.10, 0.39], [-0.39, 0.04, -0.55], [0.84, 1.67, 0.04], [-0.09, -0.64, -0.82], [-0.89, 1.01, 1.33], [0.66, -1.05, -0.52], [1.72, 0.52, 1.35], [-1.16, -0.40, -1.52], [-1.12, 0.30, 0.21], [1.26, -0.17, 0.65], [-0.53, -0.29, 0.23], [0.61, -0.52, -0.13], [0.06, -0.17, 0.13], [-0.28, -0.01, 0.34], [-0.26, -0.22, 0.24], [-0.11, 0.28, -0.29], [-0.16, -0.18, 0.00], [-0.13, 0.22, -0.30], [0.02, 0.11, -0.31], [0.33, -0.33, -0.10], [0.10, -0.47, -0.13], [-0.07, 0.28, 0.38], [0.16, -0.01, 0.33], [-0.26, 0.19, -0.04], [-0.32, -0.16, -0.50], [-0.11, -0.50, 0.88], [-0.06, 0.31, -0.05], [0.09, -0.50, -0.54], [0.84, 0.17, -1.30], [-1.42, -0.08, -0.09], [0.35, -1.72, -0.32], [0.72, 2.82, 0.65], [-0.41, -1.24, 0.39], [0.37, -0.22, -0.76], [0.10, 0.25, 0.00], [-0.12, -0.09, -0.06], [-0.22, 0.13, -0.10], [-0.08, 0.09, 0.06], [0.17, 0.02, 0.10], [0.12, -0.64, 0.08], [0.30, 0.32, 0.07], [0.44, -0.18, 0.07], [-0.62, 0.10, 0.01], [0.25, -0.04, 0.34], [-0.48, 0.00, -0.18], [-0.28, -0.38, -0.11], [0.46, 0.17, 0.01], [0.51, -0.14, 0.48], [-0.31, 0.01, -0.24], [0.28, 1.11, -1.92], [1.18, -1.61, 0.88], [-1.88, 1.49, 0.82], [-1.57, -2.04, 0.95], [2.44, 1.76, -2.22], [-0.27, 0.41, -0.18], [0.23, -0.71, 0.21], [0.27, 0.25, 0.35], [-0.26, -0.27, -0.04], [-0.21, 0.27, 0.29], [0.28, -0.62, -0.07], [0.22, 0.49, -0.09], [-0.11, -0.59, 1.03], [-0.03, 0.46, 0.03], [-0.38, -0.18, -0.11], [0.03, -0.03, 0.54], [-0.19, -0.21, -0.45], [1.71, -0.21, -0.05], [-0.10, -0.21, 0.31], [0.53, 1.06, -1.59], [-1.16, -1.80, 2.05], [0.20, 1.08, -1.06], [-0.52, 0.49, 1.05], [0.03, -0.43, -0.20], [-0.90, 0.16, 0.06], [-0.07, 0.56, 0.21], [0.50, -0.22, -0.26], [-0.67, 0.73, -0.72], [0.45, -0.58, 0.02], [-0.38, -0.79, 0.05], [0.47, 0.11, -0.35], [0.50, -0.13, 0.49], [-0.41, 0.67, -0.20], [-0.22, -0.49, 0.29]],
  "mulliken_charge": [0.82, -0.32, 0.91, -0.48, -0.39, 0.27, -0.83, -0.27, -0.52, -0.76, -0.34, -0.43, -0.76, -0.34, -0.81, 0.33, 0.25, 0.33, 0.46, 0.34, 0.29, 0.39, 0.29, 0.35, 0.26, 0.37, 0.49, 0.31, 0.30, 0.29, -0.75, -0.26, -0.61, -0.81, -0.26, -0.70, -0.60, -0.22, -0.76, 0.30, 0.31, 0.23, 0.36, 0.44, 0.43, 0.38, 0.24, 0.38, 0.40, 0.34, 0.34, 0.26, 0.32, 0.24, -0.77, -0.31, -0.54, -0.72, -0.36, -0.65, -0.71, -0.30, -0.76, 0.31, 0.27, 0.27, 0.45, 0.36, 0.35, 0.33, 0.30, 0.36, 0.36, 0.43, 0.42, 0.33, 0.26, 0.30, -0.77, -0.13, -0.87, -0.67, -0.11, -0.87, -0.44, -0.31, -0.76, 0.33, 0.30, 0.21, 0.47, 0.39, 0.37, 0.45, 0.22, 0.38, 0.39, 0.47, 0.25, 0.26, 0.30, 0.30, -1.23, 0.25, -0.56, -0.27, -0.87, -0.72, 0.37, 0.38, 0.17, 0.38, 0.23, 0.39, 0.32, 0.34, 0.30, 0.18, 0.34, -1.40, 0.48, -0.76, -0.24, -0.80, -0.68, 0.37, 0.32, 0.35, 0.33, 0.32, 0.39, 0.22, 0.36, 0.32, 0.22, 0.23],
  "molar_mass_g_mol": 835.602,
  "s_squared": 0.76,
  "total_charge": 1,
  "e_above_lowest_ev": 6.402,
  "orbital_gap_ha": [0.174, 0.117],
  "total_energy_ha": -4253.58166,
  "fmax_ev_per_a": 3.74,
  "multiplicity": 2,
  "homo_energy_ha": [-0.363, -0.363]
}

---

2.
{
  "formula": "C18H7ClF3IN2O8Ru",
  "method": "ωB97M-V/def2-TZVPD",
  "symbols": ["Ru", "O", "C", "C", "C", "N", "C", "C", "C", "O", "O", "C", "O", "O", "H", "H", "H", "Cl", "C", "C", "C", "I", "C", "O", "C", "N", "C", "C", "C", "C", "H", "H", "H", "H", "F", "C", "F", "F", "C", "O", "O"],
  "xyz": [[-0.7932, -0.2061, -0.0886], [-2.9995, 4.9855, 2.0416], [-2.6744, 3.8627, 1.3831], [-2.0290, 3.8012, 0.1522], [-1.7583, 2.5348, -0.3757], [-1.9817, 1.3708, 0.3001], [-2.5979, 1.4675, 1.5268], [-3.0115, 2.6632, 2.0733], [-2.7107, 0.1129, 2.1619], [-3.2154, -0.1391, 3.2323], [-2.1063, -0.7905, 1.3394], [-1.1902, 2.2722, -1.7072], [-0.7716, 3.1878, -2.4216], [-1.2104, 0.9274, -1.9148], [-2.6926, 5.7636, 1.5311], [-1.7623, 4.6809, -0.4464], [-3.5877, 2.7370, 3.0156], [3.6735, -4.4353, -2.7710], [2.2428, -3.7931, -2.1568], [1.0801, -4.5741, -1.9640], [-0.1581, -4.0990, -1.5416], [-1.7143, -5.4413, -1.1263], [-0.2934, -2.6766, -1.3795], [-1.3660, -1.9896, -1.0953], [0.9279, -1.9055, -1.4856], [0.8051, -0.5745, -1.1410], [1.8423, 0.2876, -1.2869], [3.0612, -0.1237, -1.8057], [3.2695, -1.4579, -2.0987], [2.1966, -2.3891, -1.8903], [1.1551, -5.6369, -2.1775], [1.6823, 1.3465, -1.0902], [3.8473, 0.6301, -1.9265], [4.2316, -1.7860, -2.4681], [3.1566, 0.0881, 2.4261], [1.9188, -0.0324, 2.9901], [1.9462, -1.0844, 3.8222], [1.6446, 1.1037, 3.6553], [0.9129, -0.1956, 1.8769], [0.5272, 0.8418, 1.3088], [0.5029, -1.3348, 1.5226]],
  "atomic_forces_ev_per_a": [[-0.72, -2.77, 0.15], [0.33, 0.89, -0.78], [-0.13, -1.14, 0.76], [-0.03, -0.42, -0.46], [-0.72, -0.41, 1.89], [-2.30, 5.01, 1.88], [0.28, 0.32, -0.88], [0.00, 0.38, -0.26], [1.09, -1.90, -0.89], [0.13, 0.42, -0.72], [-1.32, 1.24, 1.56], [0.76, -1.82, -1.73], [-0.58, -1.55, 0.76], [0.57, 3.32, -1.05], [-0.29, -0.50, 0.41], [-0.14, -0.38, 0.30], [0.62, -0.28, -0.66], [0.37, -0.60, -0.14], [-1.54, 0.53, 0.29], [0.68, -0.45, -0.21], [-0.01, 0.45, -0.22], [0.49, 0.70, -0.21], [-1.27, 1.11, 0.83], [1.73, -1.97, -0.22], [1.29, 1.56, 0.21], [2.25, 0.10, -0.91], [-0.99, -0.72, -0.51], [0.50, -0.21, 0.02], [-0.88, -0.24, 0.46], [-0.22, 0.39, -0.38], [0.11, 0.12, 0.11], [-0.30, -0.40, 0.29], [-0.31, -0.45, -0.04], [-0.11, -0.15, 0.02], [-0.49, -0.01, 0.44], [0.57, 0.03, 0.26], [0.02, 0.82, -0.26], [0.44, -0.70, 0.16], [-0.94, -2.20, -0.58], [-0.11, 1.02, -0.24], [1.19, 0.85, 0.59]],
  "mulliken_charge": [0.87, -0.53, 1.10, -0.55, 0.19, -0.29, 0.14, -0.48, 0.23, -0.66, -0.52, 0.39, -0.69, -0.59, 0.32, 0.43, 0.49, -0.20, 0.52, -0.41, -0.84, 0.18, 1.54, -0.61, 0.19, 0.35, -0.13, -1.03, -0.64, 0.02, 0.36, 0.45, 0.39, 0.44, -0.27, 0.78, -0.24, -0.24, 0.72, -0.64, -0.57],
  "molar_mass_g_mol": 699.681,
  "s_squared": 6.07,
  "total_charge": 0,
  "e_above_lowest_ev": 0.000,
  "orbital_gap_ha": [0.221, 0.187],
  "total_energy_ha": -2553.91678,
  "fmax_ev_per_a": 5.82,
  "multiplicity": 5,
  "homo_energy_ha": [-0.284, -0.323]
}

---

3.
{
  "formula": "C3H8O",
  "method": "ωB97M-V/def2-TZVPD",
  "symbols": ["C", "C", "C", "O", "H", "H", "H", "H", "H", "H", "H", "H"],
  "xyz": [[-1.4671, -0.9843, 0.7619], [-0.2536, -0.7112, -0.1055], [0.1653, 0.8364, -0.2444], [1.6018, 0.9785, -0.5136], [-1.3335, -0.7154, 1.8432], [-2.3567, -0.4603, 0.4833], [-1.6613, -2.0338, 0.7137], [-0.5612, -1.0809, -1.1207], [0.6488, -1.1865, 0.2837], [0.0031, 1.3782, 0.7651], [-0.3742, 1.2323, -1.1327], [2.1534, 0.1933, -0.1994]],
  "atomic_forces_ev_per_a": [[0.78, 0.49, 1.70], [-0.19, 1.97, -0.98], [0.78, -1.36, 1.16], [0.06, -1.29, 0.21], [0.21, -0.26, -0.84], [-0.50, 0.38, -0.62], [-0.35, -0.75, 0.11], [0.97, 0.16, 0.74], [-0.24, -0.48, -0.16], [-0.31, -0.66, -1.79], [0.40, 0.30, 0.96], [-1.60, 1.49, -0.49]],
  "mulliken_charge": [-1.20, -0.30, -0.22, -0.52, 0.32, 0.34, 0.34, 0.19, 0.29, 0.24, 0.23, 0.29],
  "molar_mass_g_mol": 60.096,
  "total_charge": 0,
  "e_above_lowest_ev": 0.760,
  "orbital_gap_ha": 0.415,
  "total_energy_ha": -194.30801,
  "fmax_ev_per_a": 2.24,
  "smiles": "CCCO",
  "multiplicity": 1,
  "homo_energy_ha": -0.375
}

---

4.
{
  "formula": "C7H12INO2",
  "method": "ωB97M-V/def2-TZVPD",
  "symbols": ["C", "C", "C", "C", "C", "C", "C", "N", "O", "O", "I", "H", "H", "H", "H", "H", "H", "H", "H", "H", "H", "H", "H"],
  "xyz": [[1.9839, 3.0565, 0.3497], [-0.8879, -0.1481, -0.8518], [-1.4950, -0.3070, 0.5247], [-2.0974, 1.0481, 1.1010], [0.8752, -0.9106, -2.3322], [-1.6580, -1.4382, 1.1550], [1.9581, -1.3576, 1.3234], [-0.0533, -1.2218, -1.3127], [1.1758, 2.6253, -0.3409], [2.8357, 3.5393, 0.9170], [3.4063, -0.5937, 0.1011], [-1.9303, -0.1763, -1.4361], [-0.4287, 0.7968, -0.8681], [-3.1775, 1.1774, 0.9410], [-1.6522, 1.8718, 0.4775], [-1.6978, 1.1653, 2.2223], [1.2574, -1.7701, -2.7966], [0.3697, -0.2346, -3.0982], [1.7946, -0.1090, -1.9998], [-1.3576, -2.3783, 0.6909], [-2.1115, -1.4506, 2.1664], [1.3638, -0.8603, 2.0521], [1.5266, -2.3241, 1.0142]],
  "atomic_forces_ev_per_a": [[-0.64, -0.29, -1.45], [-2.45, -1.75, -0.40], [-0.78, 2.14, 0.38], [2.44, -0.18, 0.42], [0.11, 4.50, 0.20], [-0.20, -1.19, 1.11], [-0.44, -1.59, -0.89], [-0.09, -0.23, 0.59], [-1.45, -0.84, -0.57], [2.11, 1.11, 2.03], [-0.03, 0.06, 0.77], [2.24, 0.43, 0.20], [0.56, 1.45, -0.63], [0.28, -0.48, 0.58], [-0.22, -0.51, 0.85], [-1.38, -0.09, -2.45], [0.78, -1.07, -0.45], [0.43, -0.82, 0.44], [-2.28, -2.27, -0.55], [0.10, 0.19, 0.30], [0.20, -0.14, -0.81], [0.14, 0.97, 0.31], [0.57, 0.59, 0.02]],
  "mulliken_charge": [0.66, -0.31, 0.73, -1.15, -0.72, -1.00, -0.84, -0.27, -0.36, -0.34, 0.09, 0.19, 0.26, 0.32, 0.29, 0.28, 0.36, 0.30, 0.11, 0.33, 0.28, 0.46, 0.33],
  "molar_mass_g_mol": 269.082,
  "total_charge": 0,
  "e_above_lowest_ev": 4.510,
  "orbital_gap_ha": [0.321, 0.292],
  "total_energy_ha": -776.67302,
  "fmax_ev_per_a": 4.51,
  "multiplicity": 1,
  "homo_energy_ha": [-0.327, -0.300]
}

---

Q: Look up the multiplicity of the third one.
A: 1

---

Q: Which value of multiplicity does entry 3 give?
A: 1